[1]
{
  "formula": "C19H38BrFN3O6S",
  "method": "ωB97M-V/def2-TZVPD",
  "species": ["C", "C", "C", "N", "N", "C", "Br", "C", "S", "N", "C", "C", "O", "F", "C", "C", "C", "O", "O", "H", "H", "H", "H", "H", "H", "H", "H", "H", "H", "H", "H", "H", "H", "C", "C", "C", "O", "H", "H", "H", "H", "H", "H", "H", "H", "C", "C", "C", "O", "H", "H", "H", "H", "H", "H", "H", "H", "C", "C", "C", "O", "H", "H", "H", "H", "H", "H", "H", "H"],
  "coordinates": [[2.47, -2.93, 0.25], [2.47, -1.38, 0.16], [2.27, -0.98, -1.31], [2.03, 0.45, -1.55], [0.91, 0.95, -0.90], [1.00, 1.94, 0.06], [2.57, 2.73, 0.67], [-0.26, 2.24, 0.48], [-0.73, 3.46, 1.63], [-1.11, 1.38, -0.24], [-2.55, 1.53, 0.00], [-3.48, 0.60, -0.74], [-3.78, 0.69, -1.87], [-4.04, -0.34, 0.01], [-0.37, 0.62, -1.05], [-0.85, -0.43, -2.00], [-1.06, -1.74, -1.25], [-0.71, -2.77, -1.74], [-1.62, -1.69, -0.01], [2.01, -3.29, 1.17], [3.48, -3.32, 0.18], [1.91, -3.36, -0.58], [3.46, -1.06, 0.47], [1.72, -0.95, 0.83], [1.51, -1.61, -1.78], [3.19, -1.21, -1.84], [2.84, 1.02, -1.36], [-0.70, 2.80, 2.81], [-2.77, 1.47, 1.06], [-2.83, 2.54, -0.30], [-1.72, -0.12, -2.57], [-0.06, -0.61, -2.72], [-0.97, -1.92, 0.67], [-4.06, -5.45, -1.20], [-2.97, -6.45, -1.57], [-2.29, -7.02, -0.33], [-2.00, -5.82, -2.41], [-3.63, -4.61, -0.65], [-4.53, -5.05, -2.09], [-4.82, -5.92, -0.57], [-3.40, -7.26, -2.15], [-1.81, -6.22, 0.24], [-1.51, -7.73, -0.62], [-3.00, -7.53, 0.32], [-1.61, -5.10, -1.92], [-1.60, 4.94, -2.93], [-0.58, 5.93, -2.38], [0.83, 5.57, -2.82], [-0.65, 5.96, -0.96], [-1.39, 3.93, -2.55], [-2.60, 5.21, -2.60], [-1.59, 4.92, -4.02], [-0.82, 6.93, -2.72], [1.11, 4.58, -2.45], [1.55, 6.28, -2.42], [0.92, 5.57, -3.91], [-0.43, 5.08, -0.64], [2.05, 0.36, 4.73], [3.49, 0.86, 4.78], [3.56, 2.31, 5.25], [4.09, 0.74, 3.48], [1.46, 0.96, 4.03], [2.02, -0.67, 4.39], [1.58, 0.42, 5.71], [4.07, 0.23, 5.45], [3.01, 2.96, 4.56], [4.59, 2.65, 5.27], [3.13, 2.42, 6.24], [3.58, 1.29, 2.88]],
  "nbo_charge": [-0.616, -0.438, -0.245, -0.422, -0.156, 0.042, 0.207, -0.090, 0.086, -0.283, -0.339, 0.858, -0.491, -0.293, 0.453, -0.600, 0.801, -0.503, -0.727, 0.222, 0.230, 0.211, 0.231, 0.184, 0.209, 0.240, 0.403, 0.169, 0.261, 0.271, 0.312, 0.291, 0.516, -0.629, 0.093, -0.628, -0.718, 0.187, 0.219, 0.214, 0.181, 0.187, 0.222, 0.214, 0.459, -0.624, 0.087, -0.626, -0.702, 0.166, 0.225, 0.225, 0.193, 0.175, 0.228, 0.222, 0.437, -0.626, 0.090, -0.630, -0.715, 0.173, 0.216, 0.222, 0.188, 0.187, 0.228, 0.220, 0.446],
  "orbital_gap_ev": 8.340,
  "total_energy_ev": -120662.203,
  "fmax_ev_per_a": 1.50,
  "total_charge": 1,
  "homo_ev": -11.8,
  "e_above_lowest_ev": 0.303
}

=====

[2]
{
  "formula": "C19H38MnO3P",
  "method": "ωB97M-V/def2-TZVPD",
  "species": ["C", "H", "H", "H", "C", "H", "H", "C", "H", "H", "H", "C", "C", "C", "C", "C", "C", "C", "C", "C", "C", "Mn", "H", "H", "H", "H", "H", "H", "H", "H", "H", "H", "H", "H", "H", "H", "H", "C", "C", "O", "P", "O", "C", "C", "O", "C", "C", "H", "H", "H", "H", "H", "H", "H", "H", "H", "H", "H", "H", "H", "H", "H"],
  "coordinates": [[-1.32, -0.26, -2.17], [-2.03, -1.01, -2.44], [-1.59, 0.68, -1.62], [-2.81, -2.09, -0.96], [0.05, -0.24, -2.74], [0.84, 0.21, -2.01], [0.37, -1.28, -2.90], [0.14, 0.48, -4.12], [1.03, 0.15, -4.67], [-0.73, 0.26, -4.75], [0.21, 1.57, -3.94], [1.97, 1.09, 1.91], [2.83, 1.63, 0.86], [2.03, 2.63, 0.14], [0.75, 2.72, 0.80], [0.71, 1.78, 1.87], [-0.43, 1.52, 2.78], [-0.37, 3.62, 0.41], [2.40, 3.36, -1.09], [4.18, 1.10, 0.48], [2.27, -0.06, 2.79], [1.30, 0.64, -0.12], [-1.32, 3.30, 0.88], [-0.20, 4.65, 0.73], [-0.48, 3.65, -0.69], [-1.32, 2.10, 2.49], [-0.66, 0.44, 2.78], [-0.20, 1.79, 3.82], [3.16, -0.61, 2.45], [2.46, 0.24, 3.83], [1.39, -0.74, 2.85], [4.37, 1.29, -0.59], [5.01, 1.57, 1.01], [4.23, 0.03, 0.72], [1.52, 3.51, -1.74], [2.79, 4.37, -0.89], [3.19, 2.82, -1.63], [-1.27, -3.29, 3.52], [-0.76, -3.21, 2.12], [-1.83, -2.49, 1.32], [-1.87, -2.86, -0.21], [-2.28, -4.40, -0.36], [-3.43, -4.98, 0.28], [-3.33, -6.47, 0.25], [-0.46, -2.72, -0.90], [0.19, -3.84, -1.53], [1.67, -3.57, -1.76], [-1.19, -2.30, 4.00], [-0.67, -3.99, 4.10], [-2.30, -3.64, 3.54], [0.17, -2.67, 2.03], [-0.66, -4.22, 1.68], [-3.52, -4.68, 1.33], [-4.32, -4.68, -0.29], [-2.44, -6.89, 0.76], [-4.22, -6.77, 0.80], [-3.37, -6.86, -0.78], [0.13, -4.73, -0.85], [-0.31, -4.07, -2.48], [2.22, -3.65, -0.80], [1.99, -4.39, -2.44], [1.94, -2.61, -2.25]],
  "mulliken_spin": [0.830, 0.007, 0.039, 0.009, -0.146, 0.172, -0.007, 0.095, 0.003, -0.003, -0.011, -0.277, 0.141, -0.263, 0.002, -0.025, 0.007, 0.018, -0.010, 0.060, -0.004, 3.408, -0.001, 0.002, -0.001, -0.002, -0.005, 0.000, -0.005, -0.012, -0.009, -0.001, 0.013, 0.011, -0.001, -0.016, -0.007, 0.000, 0.000, 0.019, -0.010, 0.002, 0.000, 0.000, -0.025, 0.001, 0.000, 0.000, 0.000, 0.000, -0.003, -0.001, 0.000, 0.000, 0.000, 0.000, 0.000, 0.002, 0.001, 0.000, 0.000, 0.001],
  "orbital_gap_ev": [6.416, 7.168],
  "s_squared": 6.275,
  "total_energy_ev": -67052.871,
  "fmax_ev_per_a": 2.76,
  "total_charge": 2,
  "homo_ev": [-13.3, -13.9],
  "spin_multiplicity": 5
}